ORCA calculation (ωB97M-V/def2-TZVPD) on a molecular structure, AlF2 at a distorted geometry.

The geometry in XYZ format:
```
3
Properties=species:S:1:pos:R:3:forces:R:3
Al -0.886986 -0.378618 -0.583862 5.96 2.58 3.97
F 1.396738 -0.612900 -0.618633 -4.55 0.06 -0.45
F -0.509752 0.991517 1.202495 -1.41 -2.64 -3.52
```
Forces are in eV/Å.

Summary:
Multiplicity: 1
Energy relative to the best compared isomer or geometry (same formula, charge and spin): 0.0 kcal/mol
Orbital gap: 6.61 eV
Net charge: +1
E_HOMO: -0.693 Eh

The computed natural (NBO) charges, all in e, follow: 2.00 -0.50 -0.50